{
  "formula": "C3H12N2O",
  "method": "ωB97M-V/def2-TZVPD",
  "species": ["O", "N", "N", "C", "C", "C", "H", "H", "H", "H", "H", "H", "H", "H", "H", "H", "H", "H"],
  "coordinates": [[-1.075606, 0.875282, 2.627987], [0.248064, 0.968902, -0.998596], [1.361533, -2.401045, 0.142633], [0.194802, -0.513217, -0.935807], [-0.893701, 1.829875, -0.846681], [0.804561, -1.067454, 0.343666], [-1.331178, 1.652720, 0.131505], [0.748498, 1.271026, -1.841323], [-1.563530, 1.664719, -1.713053], [0.639389, -0.987635, -1.834478], [1.627371, -0.383323, 0.521657], [1.417176, -2.986247, 0.955517], [-0.876707, -0.734439, -1.006611], [0.084961, -1.050769, 1.155207], [-0.630614, 2.890703, -0.915287], [2.211553, -2.340924, -0.393297], [-1.205698, 1.031846, 1.685264], [-1.760874, 0.279980, 2.921700]],
  "forces_ev_per_angstrom": [[0.67, 0.33, -0.39], [-0.40, -0.91, -2.80], [-1.08, 0.81, -0.81], [-1.28, 0.39, -0.78], [0.14, 0.44, 0.82], [1.50, -0.82, 0.53], [-0.60, 0.00, -0.48], [0.74, 0.09, 0.63], [-0.06, -0.33, 0.44], [0.27, 0.75, 0.53], [0.02, 0.34, 0.73], [0.10, 0.04, 0.15], [0.00, -0.10, 0.29], [0.12, 0.07, 0.11], [0.36, -0.24, 0.07], [0.25, -0.39, 0.28], [-0.27, -0.23, 0.63], [-0.45, -0.23, 0.05]],
  "lowdin_charge": [-0.03, 0.12, 0.02, -0.12, 0.00, -0.24, 0.08, 0.17, 0.15, 0.15, 0.12, 0.08, 0.14, 0.11, 0.12, 0.08, -0.02, 0.05],
  "largest_force_ev_per_a": 2.968,
  "total_charge": 1,
  "e_homo_ev": [-13.4, -13.2],
  "orbital_gap_ev": [9.96, 4.94],
  "multiplicity": 2
}

---

{
  "formula": "C4H5CoO2",
  "method": "ωB97M-V/def2-TZVPD",
  "species": ["Co", "O", "O", "C", "C", "C", "C", "H", "H", "H", "H", "H"],
  "coordinates": [[3.201339, -0.608922, 0.402466], [-3.307036, 0.525533, -0.116294], [1.756097, -0.584194, -0.521815], [-2.314131, 0.592299, 0.697327], [-0.284829, -0.891780, 0.672909], [0.454238, -0.489909, -0.385038], [-1.765611, -0.751916, 0.748326], [-0.064643, 0.010410, -1.221859], [-2.199630, -1.278209, 1.613163], [-2.816086, -0.917956, -0.205576], [-1.591331, 1.407842, 0.511078], [0.226473, -1.355377, 1.523547]],
  "forces_ev_per_angstrom": [[3.77, -0.14, 2.15], [0.79, 1.64, 2.34], [-5.63, 0.13, -1.42], [-0.77, -0.64, -6.52], [-1.88, -1.08, 1.91], [2.05, 1.46, -2.55], [0.27, -1.50, 1.42], [0.31, -0.42, 0.13], [0.40, -0.13, -0.16], [1.83, -0.02, 1.44], [-0.94, 0.98, 1.68], [-0.20, -0.30, -0.42]],
  "lowdin_charge": [0.86, 0.03, -0.31, -0.13, 0.00, -0.18, -0.14, 0.16, 0.13, 0.29, 0.15, 0.13],
  "largest_force_ev_per_a": 6.596,
  "total_charge": 1,
  "e_homo_ev": [-11.9, -14.1],
  "orbital_gap_ev": [6.89, 6.33],
  "multiplicity": 6
}

---

Please write out number 1 again, unchanged.
{
  "formula": "C3H12N2O",
  "method": "ωB97M-V/def2-TZVPD",
  "species": ["O", "N", "N", "C", "C", "C", "H", "H", "H", "H", "H", "H", "H", "H", "H", "H", "H", "H"],
  "coordinates": [[-1.075606, 0.875282, 2.627987], [0.248064, 0.968902, -0.998596], [1.361533, -2.401045, 0.142633], [0.194802, -0.513217, -0.935807], [-0.893701, 1.829875, -0.846681], [0.804561, -1.067454, 0.343666], [-1.331178, 1.652720, 0.131505], [0.748498, 1.271026, -1.841323], [-1.563530, 1.664719, -1.713053], [0.639389, -0.987635, -1.834478], [1.627371, -0.383323, 0.521657], [1.417176, -2.986247, 0.955517], [-0.876707, -0.734439, -1.006611], [0.084961, -1.050769, 1.155207], [-0.630614, 2.890703, -0.915287], [2.211553, -2.340924, -0.393297], [-1.205698, 1.031846, 1.685264], [-1.760874, 0.279980, 2.921700]],
  "forces_ev_per_angstrom": [[0.67, 0.33, -0.39], [-0.40, -0.91, -2.80], [-1.08, 0.81, -0.81], [-1.28, 0.39, -0.78], [0.14, 0.44, 0.82], [1.50, -0.82, 0.53], [-0.60, 0.00, -0.48], [0.74, 0.09, 0.63], [-0.06, -0.33, 0.44], [0.27, 0.75, 0.53], [0.02, 0.34, 0.73], [0.10, 0.04, 0.15], [0.00, -0.10, 0.29], [0.12, 0.07, 0.11], [0.36, -0.24, 0.07], [0.25, -0.39, 0.28], [-0.27, -0.23, 0.63], [-0.45, -0.23, 0.05]],
  "lowdin_charge": [-0.03, 0.12, 0.02, -0.12, 0.00, -0.24, 0.08, 0.17, 0.15, 0.15, 0.12, 0.08, 0.14, 0.11, 0.12, 0.08, -0.02, 0.05],
  "largest_force_ev_per_a": 2.968,
  "total_charge": 1,
  "e_homo_ev": [-13.4, -13.2],
  "orbital_gap_ev": [9.96, 4.94],
  "multiplicity": 2
}